113
Properties=species:S:1:pos:R:3:forces:R:3:mulliken_charge:R:1 method="wB97M-V/def2-TZVPD" homo_lumo_gap_ev=5.44 max_force_ev_per_a=3.6 total_charge=-2
Sr -1.7797 0.8073 -0.9141 3.0 1.2 1.5 1.332
C -3.6894 -3.8673 2.3333 0.0 0.0 0.0 -0.892
N -2.6507 -3.1911 3.0761 -0.1 0.0 -0.1 0.203
C -2.7972 -3.1799 4.5168 0.1 0.0 0.0 -0.740
C -1.5891 -2.3693 4.9394 0.1 -0.1 0.2 -0.595
N -1.4569 -1.4529 3.8317 -0.1 0.1 0.0 0.337
C -0.2243 -0.7088 3.7337 0.1 0.1 0.0 -0.801
C -1.9907 -2.0194 2.6717 0.2 -0.3 0.1 -0.487
N -1.7924 -1.5025 1.5298 -0.1 0.2 0.0 0.332
C -2.2909 -2.0944 0.3065 0.2 -0.2 0.1 0.514
C -1.3449 -3.1648 -0.2526 0.0 -0.1 0.0 -0.760
N -0.4552 -2.5780 -1.2295 -0.1 0.0 -0.2 0.262
C 0.4195 -3.2329 -1.8713 0.1 0.0 0.3 -0.297
N 1.1576 -2.6399 -2.8889 0.0 0.0 -0.2 0.119
C 1.1501 -1.2069 -3.0369 0.0 0.0 0.0 -0.865
C 2.3894 -3.3698 -3.0812 0.0 0.0 0.0 -0.599
C 1.9522 -4.7775 -2.7182 0.0 0.0 0.0 -0.876
N 0.9316 -4.5321 -1.7161 0.0 0.0 0.1 0.549
C 0.1439 -5.6822 -1.3442 0.0 0.0 0.0 -1.086
H -3.9558 -4.7684 2.8892 0.0 0.0 0.0 0.343
H -3.3345 -4.1780 1.3551 0.0 0.0 0.0 0.241
H -4.5936 -3.2602 2.2043 0.0 0.0 0.0 0.322
H -2.7931 -4.1970 4.9134 0.0 0.0 0.0 0.423
H -3.7308 -2.6844 4.8248 0.0 0.0 0.0 0.352
H -0.6982 -3.0051 5.0431 -0.1 0.0 -0.1 0.315
H -1.7514 -1.8334 5.8780 0.0 0.0 0.0 0.356
H -0.1630 0.0038 4.5589 0.0 0.1 0.0 0.356
H -0.2247 -0.1633 2.7965 0.0 0.1 -0.1 -0.086
H 0.6450 -1.3782 3.7681 -0.1 0.1 0.0 0.292
H -2.3434 -1.3227 -0.4517 -0.3 -0.7 0.0 -1.944
H -3.3048 -2.4745 0.3829 -0.1 0.1 -0.1 0.505
H -1.9561 -3.9551 -0.7065 0.0 0.0 0.0 0.642
H -0.7968 -3.6004 0.5947 0.0 -0.1 0.0 0.384
H 0.1214 -0.8540 -2.9592 0.1 0.0 0.0 0.172
H 1.5373 -0.9536 -4.0266 0.0 0.0 0.0 0.293
H 1.7587 -0.7147 -2.2701 0.0 0.0 0.0 0.287
H 3.1842 -3.0269 -2.4043 0.0 0.0 0.0 0.294
H 2.7404 -3.2862 -4.1118 0.0 0.0 0.0 0.355
H 2.7631 -5.3721 -2.2973 0.0 0.0 0.0 0.421
H 1.5287 -5.2954 -3.5939 0.0 0.0 0.0 0.414
H 0.8286 -6.5148 -1.1733 0.0 0.0 0.0 0.354
H -0.5668 -5.9780 -2.1306 0.0 0.0 0.0 0.350
H -0.4022 -5.5115 -0.4246 0.0 0.0 0.1 0.276
Br -8.4279 2.5497 2.4354 0.0 0.0 0.0 -0.260
C -6.5248 2.4341 2.3801 0.0 0.0 0.0 0.074
C -5.8062 2.7494 3.5200 0.0 0.0 -0.1 -0.643
C -4.4219 2.6642 3.4870 0.0 0.0 0.0 -0.190
C -3.7616 2.2653 2.3249 -0.1 0.0 0.1 -0.304
C -4.5149 1.9265 1.2062 0.2 -0.1 0.1 -0.209
C -5.8950 2.0164 1.2202 0.0 0.0 0.0 -0.786
N -2.3531 2.1455 2.2749 0.0 -0.1 -0.1 0.560
C -1.6759 3.1005 2.7491 0.0 0.1 0.0 -0.662
C -0.1964 3.1118 2.8729 -0.1 0.0 0.0 0.216
C 0.3729 4.0096 3.7716 0.0 0.1 0.0 -0.901
C 1.7513 4.0425 3.9041 0.0 0.0 0.0 -0.616
C 2.5118 3.1880 3.1252 0.0 0.0 0.0 -0.515
C 1.8529 2.3243 2.2572 0.0 -0.1 -0.1 -0.269
N 0.5340 2.2793 2.1352 -0.1 -0.2 -0.1 0.651
H -6.3198 3.0471 4.4241 0.0 0.0 0.0 0.389
H -3.8524 2.8711 4.3850 0.0 0.0 0.0 0.478
H -4.0355 1.5941 0.2977 -0.2 0.1 -0.1 0.705
H -6.4489 1.7418 0.3332 0.0 0.0 0.0 0.526
H -2.1646 4.0159 3.1063 0.0 0.0 0.1 0.416
H -0.2619 4.6672 4.3529 0.0 0.0 0.0 0.478
H 2.2214 4.7302 4.5964 0.0 0.0 0.0 0.380
H 3.5922 3.1888 3.1835 0.0 0.0 0.0 0.494
H 2.4030 1.6334 1.6268 -0.1 0.0 0.0 -0.015
C -2.0711 2.4225 -4.3067 0.0 0.1 -0.1 -0.980
O -0.9485 2.1769 -3.4587 -0.2 -0.3 0.0 0.425
C 0.2751 2.3382 -3.9600 -0.1 0.1 0.0 -0.131
C 0.5572 2.7413 -5.2519 0.0 0.0 0.0 -0.735
C 1.8861 2.9077 -5.6381 0.0 0.0 0.0 -0.555
Br 2.2614 3.4676 -7.4211 0.0 0.0 0.0 -0.270
C 2.9205 2.6860 -4.7750 0.0 0.0 0.0 -1.186
C 2.6422 2.2642 -3.4613 0.0 0.0 0.0 0.917
C 1.3252 2.0683 -3.0477 0.0 0.0 0.1 0.436
O 0.9555 1.6199 -1.8466 -0.1 0.1 -0.1 0.600
C 3.7265 2.0154 -2.5214 0.0 0.0 -0.1 0.153
N 3.5449 1.6340 -1.2868 0.0 -0.1 0.1 0.008
C 4.8055 1.4755 -0.7445 0.0 0.0 0.0 0.320
C 5.1867 1.0508 0.5244 0.0 0.0 0.0 -0.247
C 6.5401 0.9775 0.7981 0.0 0.0 0.0 -0.911
C 7.5016 1.3137 -0.1657 0.0 0.0 0.0 -0.357
C 7.1373 1.7287 -1.4355 0.0 0.0 0.0 -1.124
C 5.7763 1.8006 -1.7023 0.0 0.0 0.0 0.053
N 5.0600 2.1443 -2.8320 0.0 0.0 0.0 -0.047
H -2.0210 3.4391 -4.7041 0.0 0.0 0.0 0.449
H -2.9464 2.3117 -3.6763 0.0 0.0 0.0 -0.005
H -2.1008 1.6905 -5.1172 0.0 0.0 0.0 0.376
H -0.2383 2.9321 -5.9529 0.0 0.0 0.0 0.606
H 3.9370 2.8306 -5.1122 0.0 0.0 0.0 0.377
H 1.7400 1.4093 -1.2878 0.1 0.0 0.1 0.279
H 4.4355 0.7695 1.2505 0.0 0.0 0.0 0.537
H 6.8687 0.6393 1.7723 0.0 0.0 0.0 0.410
H 8.5517 1.2350 0.0858 0.0 0.0 0.0 0.367
H 7.8812 1.9733 -2.1836 0.0 0.0 0.0 0.381
H 5.4403 2.4089 -3.7211 0.0 0.0 0.0 0.191
F -2.6134 4.2040 -0.2180 0.0 0.0 0.1 -0.375
C -1.3506 3.5327 -0.4208 -0.3 0.0 -0.2 -0.168
F -0.7894 4.2969 -1.4997 0.1 0.0 0.0 -0.378
H -0.7709 3.9167 0.4310 0.2 0.1 0.2 -0.043
N 1.6765 -0.4855 0.2748 0.1 0.1 0.1 0.219
C 1.9100 -1.5487 0.6686 0.0 -0.1 0.1 -0.123
C 2.2170 -2.8373 1.1523 0.0 0.0 0.1 0.528
C 1.5662 -3.3454 2.2971 0.0 0.0 -0.2 0.072
N 1.0332 -3.7625 3.2373 0.1 -0.1 0.0 -0.620
C 3.2254 -3.6085 0.5351 -0.1 0.1 0.1 -0.117
N 4.0697 -4.2357 0.0496 0.0 0.0 -0.1 -0.789
O -4.7384 -0.7830 -1.1531 0.1 0.0 0.1 -0.682
Se -4.0457 0.0009 -2.4020 -1.7 -0.4 -1.1 1.262
O -3.7250 1.5497 -1.8677 -0.7 0.2 -0.2 -0.994
O -2.5167 -0.5858 -2.6651 -0.2 -0.3 -0.3 -0.695
O -4.9322 0.0088 -3.7554 0.1 0.1 0.0 -0.801